BH4NO in the gas phase in a non-equilibrium geometry, computed with wB97M-V/def2-TZVPD.

## Properties
ΔE to the lowest compared entry with this formula, charge and spin: 185.3 kJ/mol
E_LUMO: 0.0163 Ha
SMILES: NBO
spin multiplicity: 1
HOMO energy: -9.718 eV
M: 44.9 g/mol
Kohn-Sham gap: 0.373 hartree
charge: 0

Positions of all 7 atoms, in Å:
O 1.458 -0.497 0.011
N -1.348 -0.292 0.111
B 0.403 0.316 0.397
H -1.101 -1.061 0.762
H -2.007 0.323 0.595
H 0.546 1.352 0.909
H 2.343 -0.126 0.164